(1)
{
  "formula": "C4H10O",
  "method": "ωB97M-V/def2-TZVPD",
  "species": ["C", "O", "C", "C", "C", "H", "H", "H", "H", "H", "H", "H", "H", "H", "H"],
  "coordinates": [[0.46434, 1.92777, 0.06402], [0.68306, 0.73283, 0.60361], [0.06087, -0.34688, 0.19685], [-0.27179, -0.47526, -1.25870], [0.34464, -1.56406, 1.02268], [-1.32055, 1.49752, 0.44723], [0.34562, 1.98500, -1.01360], [1.00510, 2.71220, 0.57905], [-1.51180, 0.71224, 0.57424], [0.64197, -0.36515, -1.86760], [-0.98207, 0.28676, -1.59690], [-0.70098, -1.46037, -1.46070], [-0.53792, -2.21119, 1.06010], [0.60788, -1.27210, 2.04281], [1.17161, -2.15931, 0.60690]],
  "forces_ev_per_a": [[0.172, 0.147, -0.191], [-0.121, -0.185, 0.049], [0.081, -0.028, -0.108], [-0.090, 0.012, 0.031], [-0.019, 0.005, 0.045], [-0.043, -0.096, 0.013], [-0.024, -0.011, 0.146], [-0.090, -0.096, -0.054], [0.041, 0.053, -0.016], [-0.087, 0.000, 0.096], [0.123, -0.097, 0.065], [0.074, 0.150, 0.053], [0.137, 0.099, -0.014], [-0.047, -0.049, -0.150], [-0.108, 0.097, 0.035]],
  "lumo_ev": 1.1,
  "e_above_lowest_ev": 4.264,
  "homo_energy_ev": -7.39,
  "orbital_gap_ha": 0.31181,
  "e_tot_ev": -6353.53919,
  "charge": 0
}

(2)
{
  "formula": "C4H10O",
  "method": "ωB97M-V/def2-TZVPD",
  "species": ["C", "O", "C", "C", "C", "H", "H", "H", "H", "H", "H", "H", "H", "H", "H"],
  "coordinates": [[1.59605, -0.93020, -0.77190], [0.92393, -0.59171, 0.31308], [-0.24480, -0.03804, 0.36882], [-1.10334, -0.04510, -0.84242], [-0.76961, 0.24682, 1.73675], [1.60666, 1.31243, -0.86585], [1.06395, -1.07999, -1.70210], [2.54617, -1.39554, -0.55783], [1.10076, 1.72369, -0.47133], [-1.35766, -1.07969, -1.13412], [-0.60074, 0.41052, -1.70616], [-2.03354, 0.49621, -0.65313], [-1.24278, 1.23473, 1.77505], [0.04383, 0.22339, 2.46623], [-1.52886, -0.48750, 2.04492]],
  "forces_ev_per_a": [[0.065, -0.297, -0.277], [0.008, 0.044, 0.280], [-0.270, 0.025, -0.063], [0.003, 0.067, -0.007], [0.030, 0.007, 0.044], [-0.076, 0.166, 0.020], [0.054, 0.030, 0.121], [-0.125, 0.056, -0.020], [0.065, 0.002, -0.075], [0.075, 0.098, 0.016], [-0.020, -0.042, 0.132], [0.134, -0.093, -0.017], [0.063, -0.143, -0.008], [-0.100, 0.005, -0.105], [0.093, 0.075, -0.040]],
  "lumo_ev": [1.1, 1.1],
  "e_above_lowest_ev": 4.170,
  "homo_energy_ev": [-7.06, -6.85],
  "orbital_gap_ha": [0.29888, 0.29147],
  "e_tot_ev": -6353.63312,
  "charge": 0
}

(3)
{
  "formula": "C4H10O",
  "method": "ωB97M-V/def2-TZVPD",
  "species": ["C", "C", "C", "C", "O", "H", "H", "H", "H", "H", "H", "H", "H", "H", "H"],
  "coordinates": [[-1.60566, 0.93190, -0.46134], [-0.59536, 0.60773, 0.65243], [0.57108, -0.36628, 0.39103], [1.82942, 0.15590, -0.35441], [-0.05924, -1.47173, -0.21694], [-2.24169, 1.87205, -0.09494], [-2.50073, 0.03061, -0.78519], [-0.92845, 1.09195, -1.48014], [-1.17394, 0.23263, 1.49097], [-0.11249, 1.55602, 1.00628], [0.90023, -0.37279, 1.57287], [2.63020, -0.55103, -0.41101], [1.47966, 0.45898, -1.36922], [2.25828, 1.02618, 0.12958], [-1.03402, -1.54623, 0.31007]],
  "forces_ev_per_a": [[-1.212, -0.288, -2.513], [0.321, 1.581, -0.264], [-0.217, 1.553, 2.978], [-2.150, 0.286, -0.901], [-2.739, -1.032, 2.447], [1.465, -1.916, -1.318], [2.957, 2.548, 1.216], [-2.260, 0.049, 2.427], [0.095, -0.208, 0.412], [-0.630, -0.470, -0.242], [-0.245, -1.420, -2.470], [0.175, -0.764, -0.172], [0.649, -0.247, 0.449], [-0.297, 0.226, 0.274], [4.087, 0.101, -2.323]],
  "lumo_ev": 0.8,
  "e_above_lowest_ev": 2.530,
  "smiles": "CC[C@H](C)O",
  "homo_energy_ev": -9.69,
  "orbital_gap_ha": 0.38612,
  "e_tot_ev": -6355.27339,
  "charge": 0
}

(4)
{
  "formula": "C4H10O",
  "method": "ωB97M-V/def2-TZVPD",
  "species": ["C", "C", "C", "C", "H", "H", "H", "H", "H", "H", "H", "H", "H", "H", "O"],
  "coordinates": [[-0.83901, 0.44458, -1.71658], [-0.44866, 0.14422, -0.33210], [-0.33930, 1.08124, 0.70885], [-0.29101, -1.32190, 0.00503], [-1.25178, 1.46244, -1.75913], [-1.73086, -0.18184, -1.90087], [-0.14133, 0.35040, -2.55021], [-0.35212, 0.88040, 1.76876], [-0.17135, 2.10331, 0.39713], [0.64833, -1.44828, 0.53404], [-0.22263, -1.84834, -0.95526], [-1.13358, -1.81839, 0.48436], [1.46024, 0.48541, 1.85423], [2.53783, -0.40561, 1.32437], [2.27524, 0.07237, 2.13738]],
  "forces_ev_per_a": [[-1.573, 1.686, 0.540], [-0.434, -2.611, 0.408], [0.192, 1.094, -0.890], [0.552, 0.610, -1.840], [0.398, -0.007, -0.149], [0.493, -0.276, -0.192], [0.331, -0.474, 0.325], [-0.267, -0.398, 0.070], [-0.062, 0.286, 0.222], [-0.112, -0.322, 0.556], [0.202, -0.015, 0.224], [-0.128, 0.462, 0.645], [-0.031, 0.321, 0.317], [0.319, 0.237, 0.751], [0.119, -0.593, -0.988]],
  "lumo_ev": [-5.6, -9.0],
  "e_above_lowest_ev": 1.042,
  "homo_energy_ev": [-15.60, -15.57],
  "orbital_gap_ha": [0.36757, 0.23979],
  "multiplicity": 2,
  "e_tot_ev": -6347.28231,
  "charge": 1
}

(5)
{
  "formula": "C4H10O2",
  "method": "ωB97M-V/def2-TZVPD",
  "species": ["C", "O", "C", "C", "C", "O", "H", "H", "H", "H", "H", "H", "H", "H", "H", "H"],
  "coordinates": [[-2.50880, -0.20298, 0.51407], [-1.16515, -0.04604, 0.89427], [-0.30211, -0.11005, -0.21763], [1.12278, 0.08297, 0.26850], [2.11692, -0.18910, -0.84543], [1.31211, 1.41054, 0.72080], [-2.84308, 0.62480, -0.12994], [-2.65881, -1.14657, -0.03432], [-3.11484, -0.22150, 1.42246], [-0.54405, 0.69154, -0.93625], [-0.41196, -1.07919, -0.73232], [1.29435, -0.62537, 1.09538], [3.13481, 0.01556, -0.50389], [1.90958, 0.44712, -1.71282], [2.05787, -1.23790, -1.15657], [0.60038, 1.58617, 1.35370]],
  "forces_ev_per_a": [[-0.310, -0.024, -0.035], [0.027, 0.018, 0.039], [0.167, -0.018, -0.195], [-0.011, -0.357, -0.207], [0.027, -0.013, -0.029], [-0.207, 0.116, 0.261], [0.044, -0.101, 0.098], [0.030, 0.132, 0.105], [0.083, 0.029, -0.125], [0.029, -0.114, 0.060], [0.036, 0.094, 0.107], [-0.023, 0.101, -0.099], [-0.137, -0.012, -0.032], [0.031, -0.061, 0.123], [0.028, 0.166, 0.036], [0.184, 0.043, -0.106]],
  "lumo_ev": 1.0,
  "e_above_lowest_ev": 0.972,
  "smiles": "COC[C@@H](C)O",
  "homo_energy_ev": -10.15,
  "orbital_gap_ha": 0.40989,
  "e_tot_ev": -8404.57483,
  "charge": 0
}

(6)
{
  "formula": "C4H10O2",
  "method": "ωB97M-V/def2-TZVPD",
  "species": ["C", "C", "C", "O", "H", "H", "H", "H", "H", "H", "C", "O", "H", "H", "H", "H"],
  "coordinates": [[-0.65009, 1.05171, 1.04416], [-0.98348, 0.04968, 0.23967], [-0.89726, -1.39354, 0.62650], [-0.80582, -2.23230, -0.51352], [-0.08742, 0.87453, 1.95912], [-0.90062, 2.07693, 0.80207], [-1.47287, 0.23792, -0.71683], [-1.83588, -1.59039, 1.16534], [-0.05842, -1.56008, 1.31734], [-0.92695, -3.14000, -0.20564], [1.56421, 1.25798, -0.83686], [1.20903, -0.11571, -0.79572], [1.94732, 1.54159, 0.15387], [2.36217, 1.38987, -1.56713], [0.75328, 1.97399, -1.06497], [0.78280, -0.42220, -1.60739]],
  "forces_ev_per_a": [[-0.372, -0.146, 0.104], [-0.499, 0.248, 0.432], [-0.109, 0.287, 0.406], [0.001, -0.185, -0.008], [-0.232, 0.024, -0.029], [0.129, -0.033, -0.017], [-0.058, 0.019, 0.181], [0.126, -0.235, -0.003], [-0.105, 0.076, -0.126], [0.069, 0.216, -0.221], [0.296, 0.089, -0.187], [0.467, -0.047, -0.285], [-0.102, -0.269, -0.299], [0.111, 0.228, -0.033], [0.059, -0.570, -0.024], [0.218, 0.300, 0.107]],
  "lumo_ev": 1.0,
  "e_above_lowest_ev": 2.417,
  "smiles": "C=CCO.CO",
  "homo_energy_ev": -8.88,
  "orbital_gap_ha": 0.36116,
  "e_tot_ev": -8403.12976,
  "charge": 0
}

(7)
{
  "formula": "C4H10O2",
  "method": "ωB97M-V/def2-TZVPD",
  "species": ["C", "O", "C", "C", "C", "O", "H", "H", "H", "H", "H", "H", "H", "H", "H", "H"],
  "coordinates": [[1.81209, 0.97833, 0.20866], [0.52473, 0.62296, 0.61854], [-0.16470, -0.23169, -0.26885], [-0.03316, -1.69502, 0.13661], [-1.62720, 0.23258, -0.18726], [-1.80822, 1.61944, -0.33763], [2.48199, 0.11140, 0.21560], [1.78676, 1.39437, -0.80671], [2.18791, 1.72989, 0.90778], [0.22656, -0.13594, -1.30515], [0.99897, -2.05749, 0.07482], [-0.64448, -2.32813, -0.51827], [-0.36934, -1.80539, 1.17084], [-2.07470, -0.32826, -1.00343], [-2.08607, -0.09413, 0.76213], [-1.21113, 1.98707, 0.33232]],
  "forces_ev_per_a": [[0.397, 0.039, -0.125], [-0.037, 0.133, 0.271], [-0.234, 0.042, 0.100], [-0.026, -0.021, 0.090], [0.234, -0.926, -0.180], [0.393, -0.176, 0.008], [0.094, 0.054, -0.003], [0.109, 0.050, 0.092], [-0.016, -0.122, -0.132], [-0.237, 0.365, 0.421], [-0.135, 0.173, -0.033], [0.069, 0.091, 0.154], [-0.015, -0.106, -0.099], [-0.742, 0.352, -0.120], [0.256, -0.122, -0.202], [-0.110, 0.173, -0.243]],
  "lumo_ev": 1.0,
  "e_above_lowest_ev": 1.147,
  "smiles": "CO[C@@H](C)CO",
  "homo_energy_ev": -9.97,
  "orbital_gap_ha": 0.40413,
  "e_tot_ev": -8404.39986,
  "charge": 0
}

(8)
{
  "formula": "C4H10O2",
  "method": "ωB97M-V/def2-TZVPD",
  "species": ["C", "C", "O", "C", "O", "C", "H", "H", "H", "H", "H", "H", "H", "H", "H", "H"],
  "coordinates": [[-2.54871, 0.20589, 0.25378], [-1.43650, -0.76041, -0.09626], [-0.51915, -0.11810, -0.99192], [0.59310, 0.44784, -0.43385], [1.56297, -0.59122, -0.20763], [2.80778, -0.06287, 0.18740], [-3.15638, 0.53333, -0.60365], [-3.26740, -0.34766, 0.88817], [-2.21347, 1.16822, 0.77703], [-1.79113, -1.63156, -0.70696], [-0.84617, -1.16599, 0.76170], [0.33938, 0.97907, 0.50276], [1.00752, 1.12552, -1.20856], [3.37991, 0.40526, -0.65771], [3.43576, -0.84593, 0.54947], [2.65251, 0.65860, 0.98623]],
  "forces_ev_per_a": [[-0.693, 0.555, 0.989], [0.762, -0.353, -0.792], [-0.197, -0.032, -0.362], [0.637, -0.406, -0.617], [-0.346, 0.400, 0.111], [0.013, 0.716, -0.760], [0.564, -0.246, -0.052], [0.305, 0.486, 0.090], [-0.252, -1.533, -0.535], [-0.033, 0.685, 0.819], [-0.724, 0.364, -0.359], [0.362, -0.092, -0.065], [-0.180, -0.012, 0.552], [-0.663, -0.092, 0.499], [0.201, -0.731, 0.333], [0.244, 0.292, 0.151]],
  "lumo_ev": 1.1,
  "e_above_lowest_ev": 1.636,
  "smiles": "CCOCOC",
  "homo_energy_ev": -9.88,
  "orbital_gap_ha": 0.40270,
  "e_tot_ev": -8403.91117,
  "charge": 0
}